DFT (wB97M-V/def2-TZVPD) results for 3 unconnected molecules or ions with the total composition H7NO2.

Last columns: bonded neighbours and bond lengths (Å).
Element x y z (Å)
1 N 0.86369 0.64021 -0.44156  H2 1.016, H3 1.020, H4 1.018
2 H -0.02103 0.51925 0.04346  N1 1.016
3 H 1.27901 -0.29110 -0.46565  N1 1.020
4 H 0.63708 0.82009 -1.41792  N1 1.018
5 O -2.90236 -0.89979 -1.73094  H6 0.961, H7 0.964
6 H -3.29901 -0.03958 -1.56912  O5 0.961
7 H -3.54588 -1.55415 -1.43730  O5 0.964
8 O 2.49190 -0.08726 2.27923  H9 0.971, H10 0.965
9 H 2.08869 0.50559 1.62395  O8 0.971
10 H 2.40791 0.38673 3.11586  O8 0.965

Properties
Orbital gap, eV: 11.262
E_HOMO, eV: -10.53
SMILES string: N.O.O
Charge: 0
Multiplicity: 1
ΔE to the lowest compared entry with this formula, charge and spin, kJ/mol: 35.6
Electronic energy, eV: -5698.7285

The molecule's Mulliken atomic charges, reported in e, are given here:
1 N -0.73
2 H 0.24
3 H 0.24
4 H 0.25
5 O -0.64
6 H 0.32
7 H 0.32
8 O -0.66
9 H 0.37
10 H 0.31